No. 1
Density functional theory data (ωB97M-V/def2-TZVPD) for a molecular structure, C13H16N8O4PtS at a distorted geometry.

Each line ends with the Mulliken spin population.
Cartesian coordinates (Å):
Pt: 0.22 1.55 0.78  0.679
S: 0.00 3.85 1.38  -0.024
O: -1.23 3.04 0.92  0.015
O: -0.22 5.25 1.47  0.003
O: 0.46 3.14 2.60  0.150
O: 0.98 3.41 0.30  0.014
N: -0.60 -0.15 1.48  0.107
N: 1.80 0.35 0.73  0.167
N: -1.09 -0.48 -1.54  -0.018
N: -0.09 -2.40 2.12  0.074
N: -2.29 -1.51 2.38  0.080
N: -1.81 -3.67 2.95  0.013
N: -2.76 0.65 1.76  -0.002
N: -0.67 0.78 -1.34  0.144
C: -1.37 -2.48 2.46  0.011
C: -1.16 -0.79 -2.85  0.001
C: 0.03 2.69 -2.74  0.004
C: 1.60 -0.93 1.22  0.173
C: -0.73 0.33 -3.52  0.003
C: 2.70 -1.82 1.28  0.080
C: -0.43 1.29 -2.54  -0.009
C: -1.61 -2.13 -3.33  0.001
C: 3.93 -1.41 0.87  0.027
C: 0.29 -1.21 1.63  0.171
C: -1.87 -0.35 1.89  -0.033
C: 3.02 0.75 0.34  -0.041
C: 4.10 -0.09 0.38  0.172
H: 2.52 -2.81 1.67  0.016
H: -2.73 -3.68 3.34  0.001
H: -1.37 -1.04 -0.75  -0.008
H: -2.42 1.59 1.60  0.001
H: 5.07 0.26 0.06  0.010
H: 3.09 1.77 -0.02  0.011
H: -0.65 0.45 -4.59  0.001
H: -2.64 -2.33 -3.03  0.000
H: -3.63 0.52 2.23  0.001
H: -1.55 -2.16 -4.42  0.000
H: 0.76 2.97 -1.98  0.000
H: -1.13 -4.36 3.21  0.000
H: 0.47 2.81 -3.73  0.000
H: 4.78 -2.07 0.92  0.003
H: -0.81 3.37 -2.64  0.000
H: -0.97 -2.92 -2.93  0.000

Results
Gap between HOMO and LUMO (spin up / spin down) = 0.23406 / 0.30272 Eh
LUMO energy (spin up / spin down) = 0.0077 / -0.0443 hartree
Relative energy (zero: lowest compared OMol25 entry of this formula, charge and spin) = 13.9 kcal per mole
E_HOMO (spin up / spin down) = -6.1587 / -9.4424 eV
Multiplicity = 3
Energy = -1761.543458 hartree
Net charge = 0
⟨S²⟩ = 2.018

***

No. 2
Density functional theory data (ωB97M-V/def2-TZVPD) for a gas-phase ion, C13H16NS (charge +1) at a distorted geometry.

Each line ends with the Mulliken charge.
Cartesian coordinates (Å):
S: 0.25 1.12 -1.89  -0.111
N: 0.33 0.03 0.86  0.550
C: -0.97 0.54 0.54  -0.399
C: 3.39 -0.65 -2.07  0.216
C: 1.18 1.15 1.23  -1.093
C: 2.21 -0.52 -1.87  -1.117
C: 0.83 -0.44 -1.74  1.397
C: -2.29 1.78 -1.10  -0.459
C: 2.00 -1.57 1.39  -0.984
C: -0.01 -1.63 -2.01  -1.399
C: -1.15 1.06 -0.75  0.650
C: -3.40 1.93 -0.28  -0.636
C: -3.24 1.42 1.00  -0.544
C: 0.50 -1.30 1.45  -0.256
C: -2.05 0.84 1.39  -0.340
H: 0.73 2.00 0.84  0.550
H: 0.08 -1.54 2.44  0.418
H: 2.27 1.15 0.90  0.255
H: -4.15 1.45 1.63  0.383
H: 2.26 -1.20 0.47  -0.014
H: -1.08 -1.26 -1.77  0.426
H: 0.08 -1.95 0.65  0.220
H: 2.06 -2.62 1.45  0.409
H: -4.40 2.44 -0.41  0.324
H: 0.03 -1.71 -3.13  0.373
H: 4.38 -0.79 -2.29  0.509
H: 2.70 -1.22 2.13  0.330
H: -2.23 2.10 -2.19  0.270
H: 1.27 1.46 2.35  0.313
H: -1.89 0.44 2.45  0.311
H: 0.30 -2.53 -1.68  0.446

Results
Gap between HOMO and LUMO (spin up / spin down) = 0.24114 / 0.24110 Eh
LUMO energy (spin up / spin down) = -0.2149 / -0.2150 hartree
Relative energy (zero: lowest compared OMol25 entry of this formula, charge and spin) = 53.0 kcal per mole
E_HOMO (spin up / spin down) = -12.4106 / -12.4099 eV
Energy = -957.477487 hartree
Net charge = +1

***

No. 3
Density functional theory data (ωB97M-V/def2-TZVPD) for a molecular structure, C13H17B2F4N5O7Ti at a distorted geometry.

Each line ends with the Mulliken spin population.
Cartesian coordinates (Å):
Ti: 0.04 0.14 0.58  1.230
F: 0.76 4.33 2.46  0.001
F: -2.57 -1.35 -3.19  0.001
F: -0.64 3.72 0.71  0.003
F: -1.61 0.62 -2.54  0.003
O: 1.51 2.79 0.93  0.009
O: 0.65 -1.33 -2.35  0.016
O: -0.17 -1.57 1.89  0.000
O: 1.66 -0.45 1.92  -0.002
O: -0.36 2.32 2.58  0.025
O: 1.19 -1.79 3.56  0.002
O: -2.48 -0.90 -0.95  0.027
N: 1.29 1.79 0.08  -0.011
N: -1.94 -0.07 0.06  0.025
N: -0.96 1.34 1.84  0.164
N: 1.01 -0.38 -1.37  -0.021
N: 0.91 -1.30 2.51  -0.009
C: -0.11 -3.15 -0.81  0.025
C: -2.25 1.12 2.02  0.149
C: 2.04 -3.66 -0.17  0.000
C: -3.05 1.73 3.11  -0.004
C: -4.22 -0.20 1.07  -0.023
C: 2.20 -2.99 -1.32  0.005
C: 0.84 -2.67 -1.88  -0.009
C: 1.83 0.51 -1.80  0.039
C: 2.12 1.64 -0.88  0.023
C: 3.26 2.58 -1.10  -0.002
C: -2.80 0.25 1.03  0.299
C: 2.47 0.51 -3.15  0.000
C: 0.60 -3.77 0.14  0.002
B: -2.18 -0.53 -2.22  0.009
B: 0.26 3.33 1.69  -0.014
H: 0.20 -4.26 1.01  -0.001
H: -4.00 2.12 2.74  0.000
H: 3.13 -2.75 -1.82  0.000
H: 2.93 3.45 -1.66  0.002
H: 2.01 -0.20 -3.81  0.000
H: 2.83 -4.07 0.44  0.000
H: 3.63 2.93 -0.14  0.001
H: 0.67 -3.26 -2.79  0.000
H: 3.53 0.26 -3.03  0.000
H: -3.27 0.99 3.89  0.010
H: -4.89 0.65 1.19  0.008
H: 4.07 2.10 -1.65  0.000
H: 2.43 1.52 -3.57  0.000
H: -4.49 -0.73 0.16  0.005
H: -1.18 -3.05 -0.87  -0.007
H: -2.49 2.55 3.56  0.004
H: -4.38 -0.87 1.92  0.016

Results
Gap between HOMO and LUMO (spin up / spin down) = 0.22290 / 0.30601 Eh
LUMO energy (spin up / spin down) = -0.0391 / -0.0385 hartree
Relative energy (zero: lowest compared OMol25 entry of this formula, charge and spin) = 42.1 kcal per mole
E_HOMO (spin up / spin down) = -7.1288 / -9.3739 eV
Multiplicity = 3
Energy = -2604.795980 hartree
Net charge = 0
⟨S²⟩ = 2.010

***

No. 4
Density functional theory data (ωB97M-V/def2-TZVPD) for 2 unconnected molecules or ions with the total composition C13H17BCl4O2 at a distorted geometry.

Each line ends with the Mulliken charge.
Cartesian coordinates (Å):
Cl: -1.03 -2.20 6.08  -0.172
Cl: -1.86 -1.39 -2.74  -0.277
Cl: -2.98 -4.26 -2.50  -0.290
Cl: -4.79 -1.83 -1.89  -0.304
O: 1.59 0.77 -0.92  -0.270
O: -2.62 -2.63 -0.41  -0.428
C: -2.18 -1.79 1.74  0.685
C: -2.13 -0.65 2.57  -0.458
C: 2.62 4.16 -3.44  -1.237
C: 2.07 1.95 -0.26  -0.608
C: -1.78 -0.77 3.91  -0.704
C: -1.88 -3.06 2.28  -0.352
C: 1.26 -1.53 -0.73  -0.913
C: 1.68 -0.37 -0.20  0.115
C: -1.47 -2.04 4.44  0.438
C: 1.94 3.12 -1.21  -0.630
C: -2.54 -1.62 0.36  -0.186
C: -1.53 -3.18 3.62  -0.619
C: 2.76 2.97 -2.49  -0.263
B: -3.05 -2.55 -1.83  0.663
H: 1.34 -2.42 -0.12  0.288
H: 0.86 -1.58 -1.73  0.261
H: 2.29 3.99 -0.65  0.340
H: -1.94 -3.94 1.64  0.469
H: 3.12 1.82 0.03  0.384
H: 0.88 3.28 -1.46  0.330
H: 3.81 2.84 -2.20  0.260
H: 2.97 5.09 -2.97  0.317
H: -1.29 -4.15 4.04  0.399
H: 2.45 2.05 -3.01  0.260
H: 1.58 4.29 -3.75  0.319
H: 2.10 -0.29 0.82  0.333
H: -2.79 -0.62 -0.02  0.325
H: -2.39 0.32 2.13  0.390
H: 3.22 3.97 -4.33  0.355
H: -1.73 0.10 4.56  0.411
H: 1.47 2.14 0.64  0.368

Results
Gap between HOMO and LUMO = 0.24083 Eh
LUMO energy = -0.0807 hartree
E_HOMO = -8.7498 eV
Energy = -2521.758232 hartree
Net charge = 0

***

No. 5
Density functional theory data (ωB97M-V/def2-TZVPD) for 2 unconnected molecules or ions with the total composition C13H17BO7.

Each line ends with the Mulliken charge.
Cartesian coordinates (Å):
O: -0.86 3.36 -0.48  -0.743
O: 0.50 7.68 0.75  -0.775
O: 2.80 -3.39 -3.32  -0.593
O: 0.74 6.84 3.35  -0.766
O: 1.45 -3.22 -1.54  -0.181
O: -0.92 2.61 2.16  -0.821
O: -2.32 -1.91 -0.38  -0.680
C: 3.74 -3.51 -1.11  -0.967
C: 0.21 6.50 1.02  0.312
C: -0.21 5.54 0.08  -0.835
C: -0.36 -2.86 1.02  -0.919
C: -2.50 -0.75 0.46  -0.400
C: 0.28 -3.25 -2.40  -0.598
C: -1.53 0.36 0.15  -0.514
C: -0.10 4.72 2.82  -0.899
C: 2.64 -3.37 -2.13  0.671
C: 0.31 6.04 2.51  0.360
C: -0.95 -3.61 -1.58  -0.659
C: -0.54 4.21 0.38  0.648
C: -0.54 3.77 1.88  0.713
B: -1.23 -2.71 -0.29  0.711
H: -0.58 -3.85 1.43  0.322
H: -0.49 0.01 0.16  0.150
H: 4.24 -4.46 -1.28  0.278
H: 4.45 -2.70 -1.25  0.286
H: 3.35 -3.47 -0.10  0.240
H: -3.52 -0.42 0.27  0.338
H: -1.58 1.15 0.90  0.192
H: -0.07 4.44 3.87  0.363
H: -1.80 -3.47 -2.26  0.240
H: -1.75 0.84 -0.80  0.321
H: -0.28 5.83 -0.97  0.372
H: 0.17 -2.28 -2.89  0.307
H: -0.92 -4.67 -1.33  0.310
H: 0.71 -2.85 0.81  0.186
H: 0.47 -3.98 -3.18  0.436
H: -2.45 -1.04 1.51  0.261
H: -0.57 -2.13 1.79  0.336

Results
Gap between HOMO and LUMO = 0.13670 Eh
LUMO energy = 0.1403 hartree
E_HOMO = 0.0980 eV
Energy = -1057.164766 hartree
Net charge = -2

***

No. 6
Density functional theory data (ωB97M-V/def2-TZVPD) for a molecular structure, C13H17BrN2W at a distorted geometry.

Each line ends with the Mulliken spin population.
Cartesian coordinates (Å):
W: 0.57 0.22 -0.50  1.973
Br: 2.13 -0.02 1.41  0.000
N: -0.09 -1.77 -0.18  -0.053
N: -1.26 0.20 0.53  0.050
C: -3.15 1.59 1.06  0.002
C: -1.42 -2.06 0.08  0.046
C: 2.18 2.28 -1.17  0.008
C: 0.20 -4.03 -0.94  -0.018
C: -1.78 1.40 0.93  -0.022
C: -4.03 0.55 0.76  -0.003
C: -2.12 -0.88 0.47  -0.001
C: 0.04 0.28 -2.55  -0.043
C: 0.73 -2.82 -0.52  0.020
C: -3.50 -0.68 0.44  0.005
C: 3.11 1.59 -2.21  0.007
C: -1.98 -3.28 -0.33  -0.010
C: -1.18 -4.27 -0.87  0.025
H: -3.54 2.52 1.48  0.000
H: 3.53 0.69 -1.76  0.001
H: 3.98 2.22 -2.47  -0.001
H: 2.37 1.89 -0.15  -0.010
H: -3.05 -3.39 -0.27  0.001
H: -0.88 0.90 -2.60  -0.006
H: 2.63 1.31 -3.15  0.002
H: -1.59 -5.24 -1.19  0.000
H: 1.12 2.26 -1.48  0.001
H: 1.79 -2.63 -0.37  -0.003
H: -5.11 0.69 0.81  0.000
H: -1.05 2.17 1.19  -0.004
H: -4.12 -1.53 0.15  0.000
H: 2.41 3.38 -1.12  0.003
H: 0.70 0.70 -3.32  0.011
H: 0.87 -4.82 -1.29  0.000
H: -0.27 -0.74 -2.81  0.017

Results
Gap between HOMO and LUMO (spin up / spin down) = 0.24042 / 0.27911 Eh
LUMO energy (spin up / spin down) = -0.3428 / -0.3329 hartree
Relative energy (zero: lowest compared OMol25 entry of this formula, charge and spin) = 0.0 kcal per mole
E_HOMO (spin up / spin down) = -15.8701 / -16.6543 eV
Multiplicity = 3
Energy = -3255.528874 hartree
Net charge = +2
⟨S²⟩ = 2.023

***

Q: What is the net charge in the second record?
A: +1

***

Q: Number 2 is which compound?
A: C13H16NS

***

Q: Which of these has the highest energy?
A: C13H16NS